[1]
The following is a DFT calculation (ωB97M-V/def2-TZVPD) of 2 unconnected molecules or ions with the total composition C18H29FN3O5 at a distorted geometry.

Geometry as XYZ:
```
56
Properties=species:S:1:pos:R:3
N 0.9519 -1.4341 5.0691
C 0.0945 -0.7802 4.0475
C -0.8906 -1.8375 3.5225
C -1.6390 -1.4702 2.2207
C -0.7348 -1.1777 0.9791
C 0.6517 -1.8211 0.9139
C 0.6509 -3.3116 0.5100
N 1.9300 -3.9787 0.7879
N -1.5813 -1.7098 -0.1699
C -1.2076 -1.0385 -1.4615
O -0.1645 -1.5609 -2.1692
C -1.0567 0.4463 -0.9670
O 0.0457 0.9558 -1.6847
C -0.3164 1.5405 -2.8630
O -1.4447 1.4979 -3.3038
C 0.7631 2.2199 -3.6609
C 0.6782 3.5469 -3.9727
C 1.6870 4.1082 -4.7308
C 2.7116 3.3032 -5.1533
C 2.8016 1.9652 -4.8464
C 1.8052 1.4134 -4.0746
C -0.7938 0.3424 0.6031
C 0.3170 1.2596 1.1561
C 0.0869 2.6785 0.6461
O 0.8971 3.3818 0.1262
F -1.2041 3.0937 0.8384
H 1.9116 -1.1500 4.9335
H 0.6446 -1.2043 6.0033
H 0.7767 -0.3905 3.2887
H -0.4216 0.0643 4.5240
H -0.4203 -2.8250 3.4797
H -1.6639 -1.9310 4.2977
H -2.2884 -2.3328 1.9922
H -2.3321 -0.6458 2.4498
H 1.2349 -1.7213 1.8302
H 1.2151 -1.2854 0.1334
H -0.1358 -3.8936 1.0190
H 0.4897 -3.4171 -0.5685
H 2.4054 -3.5386 1.5652
H 2.5069 -3.9428 -0.0413
H -2.4857 -1.2620 0.0275
H -1.8436 -2.6986 -0.1662
H -2.1488 -1.0955 -2.0290
H -0.5225 -2.0630 -2.9101
H -1.9985 0.9922 -1.0135
H -0.1583 4.1506 -3.6364
H 1.6754 5.1608 -4.9877
H 3.5014 3.7220 -5.7728
H 3.6220 1.3521 -5.2000
H 1.8193 0.3664 -3.7859
H -1.6970 0.7858 1.0326
H 0.2048 1.3339 2.2439
H 1.3158 0.9157 0.8877
O -3.2281 1.3040 2.5873
H -4.1539 1.5281 2.4381
H -2.8641 2.0882 3.0147
```

Summary:
- Electronic energy: -1343.38033 a.u.
- Gap between HOMO and LUMO: 0.3226 hartree
- Net charge: +1



[2]
The following is a DFT calculation (ωB97M-V/def2-TZVPD) of a single C5H4S molecule at a distorted geometry.

Geometry as XYZ:
```
10
Properties=species:S:1:pos:R:3
C -2.2435 -0.6460 -0.0165
C -3.1672 -1.3107 -0.4314
C 0.2418 -0.2177 -0.0179
C 0.0876 1.0479 -0.7526
C -1.2264 0.0353 0.7567
S -1.1865 1.8011 0.0347
H 0.3262 -1.0021 -0.7562
H 1.1228 -0.3404 0.7791
H 0.2438 1.3052 -1.7381
H -1.3065 0.1607 1.9200
```

Summary:
- Electronic energy: -590.82960 a.u.
- Gap between HOMO and LUMO (alpha / beta): 0.2145 / 0.2144 hartree
- Net charge: 0



[3]
The following is a DFT calculation (ωB97M-V/def2-TZVPD) of a molecular structure, C16H26ClF6N5NiO7S2 at a distorted geometry.

Geometry as XYZ:
```
64
Properties=species:S:1:pos:R:3
Ni 0.2547 0.5364 0.6014
C 2.3500 -1.3297 4.1629
F 2.7224 -0.2906 4.8562
F 3.0984 -2.3492 4.5042
F 1.0734 -1.5856 4.3856
S 2.6075 -0.9804 2.2725
O 3.1142 0.3754 2.3049
O 3.4938 -1.9518 1.6943
N 1.0586 -1.1143 1.4457
S 0.7165 -2.6628 1.5037
O 1.4268 -3.4348 2.5024
O -0.7263 -2.8847 1.5403
C 1.4276 -3.3226 -0.1802
F 2.4456 -4.1153 0.0864
F 0.4905 -4.0032 -0.8576
F 1.8040 -2.3145 -0.9596
Cl 0.3703 2.0874 2.6029
C -4.0430 0.5612 1.2764
C -2.7831 0.0068 1.8660
O -1.7308 -0.0055 1.2334
N -2.9009 -0.5743 3.0743
C -1.9096 -0.9299 4.0585
H -3.9845 1.6501 1.3330
H -4.9736 0.2057 1.7169
H -4.1226 0.3277 0.2136
H -3.8409 -0.8994 3.2400
H -2.2063 -0.5170 5.0220
H -0.9317 -0.5729 3.7462
H -1.8371 -2.0140 4.1705
C 0.1299 -1.0059 -3.3824
C -0.6831 -1.2082 -2.1122
O -0.3711 -0.6793 -1.0550
N -1.7631 -1.9878 -2.2452
C -2.5719 -2.3644 -1.1093
H -0.0724 -1.8297 -4.0640
H 1.1840 -1.0679 -3.1117
H -0.0191 -0.0074 -3.7868
H -2.1319 -2.1451 -3.1660
H -2.9748 -3.3723 -1.2004
H -3.4124 -1.6773 -0.9675
H -2.0118 -2.3420 -0.1742
C 4.1579 0.1002 -0.8157
C 2.9811 0.9471 -1.2577
O 1.9430 1.0170 -0.6025
N 3.0750 1.4779 -2.4865
C 1.9871 2.2238 -3.1016
H 4.7766 0.6687 -0.1234
H 4.7565 -0.0661 -1.7169
H 3.8889 -0.8787 -0.4375
H 3.9049 1.3277 -3.0276
H 1.0125 1.9434 -2.7120
H 2.0307 2.0477 -4.1744
H 2.1196 3.2807 -2.8589
N -0.6571 2.0775 -0.5431
C -1.8229 2.0678 -1.2220
C -2.4438 3.1717 -1.7883
C -1.8026 4.3969 -1.6997
C -0.5696 4.4276 -1.0925
C -0.0642 3.2780 -0.5031
H -2.3874 1.1433 -1.2291
H -3.3230 3.0982 -2.4135
H -2.1701 5.3002 -2.1699
H -0.0609 5.3812 -1.0460
H 0.9014 3.3573 -0.0203
```

Summary:
- <S²>: 2.0038
- Electronic energy: -4789.88841 a.u.
- Spin multiplicity: 3
- Gap between HOMO and LUMO (alpha / beta): 0.3047 / 0.3029 hartree
- Net charge: 0



[4]
The following is a DFT calculation (ωB97M-V/def2-TZVPD) of a molecular structure, C33H50BaBrN4OS at a distorted geometry.

Geometry as XYZ:
```
91
Properties=species:S:1:pos:R:3
Ba 0.1666 0.1227 -0.3123
C -0.9961 -2.0824 0.9143
C -0.8489 -1.3245 2.1212
C -1.9572 -0.4168 2.1573
C -2.7131 -0.6432 0.9755
C -2.1529 -1.6834 0.2261
C -2.7708 -2.3351 -0.9982
C -3.8463 -3.3260 -0.5202
C -1.7194 -3.1122 -1.7926
C -3.4547 -1.3107 -1.9112
C -2.4568 0.6924 3.1141
C -2.7798 1.9646 2.3092
C -3.7659 0.2094 3.7665
C -1.5258 1.1234 4.2490
C 0.1132 -1.8309 3.2198
C 1.1802 -0.8015 3.6448
C 0.9043 -3.0613 2.7394
C -0.6880 -2.3151 4.4394
H -0.4123 -2.9613 0.6626
H -3.6266 -0.1159 0.7179
H -3.4080 -4.0844 0.1338
H -4.3197 -3.8303 -1.3708
H -4.6209 -2.8030 0.0464
H -1.2905 -3.9226 -1.1990
H -0.9024 -2.4568 -2.1222
H -2.1681 -3.5518 -2.6882
H -4.2602 -0.7963 -1.3799
H -3.9008 -1.8169 -2.7746
H -2.7543 -0.5600 -2.2831
H -3.6209 1.8106 1.6306
H -1.9246 2.2613 1.6931
H -3.0378 2.7900 2.9807
H -4.4914 -0.0964 3.0091
H -4.2124 1.0039 4.3748
H -3.5770 -0.6520 4.4138
H -0.5409 1.4215 3.8868
H -1.3831 0.3493 4.9937
H -1.9663 1.9812 4.7661
H 1.7578 -0.4701 2.7731
H 1.8836 -1.2578 4.3487
H 0.7608 0.0775 4.1296
H 1.5392 -2.8296 1.8762
H 0.2457 -3.8886 2.4731
H 1.5592 -3.4004 3.5463
H -1.2953 -1.5373 4.8817
H -0.0147 -2.7023 5.2125
H -1.3615 -3.1207 4.1371
Br 5.2235 -3.6032 -4.8914
C 4.5388 -2.4716 -3.5494
C 3.2466 -2.6519 -3.0953
C 2.7419 -1.8035 -2.1210
C 3.5275 -0.7862 -1.5760
C 4.8211 -0.6135 -2.0631
C 5.3278 -1.4529 -3.0403
N 2.9189 0.0475 -0.6131
C 3.6002 0.7904 0.1432
C 3.0094 1.7188 1.1112
C 3.8583 2.5200 1.8542
C 3.3208 3.4104 2.7724
C 1.9505 3.4566 2.9243
C 1.1751 2.6061 2.1517
N 1.6789 1.7615 1.2525
H 2.6341 -3.4472 -3.4999
H 1.7141 -1.9651 -1.8003
H 5.4449 0.1957 -1.7057
H 6.3333 -1.3114 -3.4147
H 4.6927 0.7864 0.1317
H 4.9306 2.4480 1.7143
H 3.9656 4.0510 3.3611
H 1.4809 4.1200 3.6383
H 0.0928 2.6017 2.2667
O -0.3715 0.2300 -2.6009
S 0.7570 0.8817 -3.3780
C 0.7360 0.1310 -5.0378
C 0.0383 1.1080 -5.9810
C 0.3836 2.5045 -5.4704
C 0.1072 2.4652 -3.9729
H 0.2280 -0.8257 -4.9069
H 1.7755 -0.0514 -5.3170
H -1.0411 0.9523 -5.9486
H 0.3667 0.9530 -7.0071
H -0.2051 3.2830 -5.9523
H 1.4376 2.7284 -5.6592
H -0.9656 2.3910 -3.7665
H 0.5387 3.2737 -3.3851
N -0.4962 4.4217 -1.4006
N -0.9304 3.4750 -0.4036
H -0.6407 5.3750 -1.0788
H -1.0986 4.3013 -2.2061
H -1.8733 3.6805 -0.0840
H -0.3197 3.6043 0.3934
```

Summary:
- Electronic energy: -4579.23393 a.u.
- Gap between HOMO and LUMO: 0.1968 hartree
- Net charge: +1



[5]
The following is a DFT calculation (ωB97M-V/def2-TZVPD) of a molecular structure, C7H13N2 at a distorted geometry.

Geometry as XYZ:
```
22
Properties=species:S:1:pos:R:3
C -0.7251 -3.0806 0.1353
C -1.1275 0.3294 0.3294
C 0.1259 0.2269 1.2602
C 0.6662 -1.0775 -0.6837
C -0.2783 0.0338 -0.8963
C 0.4046 1.4958 2.1027
C -0.4487 0.7155 -2.2319
N 0.2736 -2.4471 0.4880
N 0.9694 0.0721 -0.0018
H -0.8870 -3.9896 0.6781
H -1.3204 -3.1520 -0.7407
H -1.8639 -0.4693 0.6273
H -1.5206 1.3231 0.2992
H 0.1586 -0.5957 1.9456
H 1.4087 -1.1005 -1.4061
H 0.9528 1.0743 2.9720
H -0.4306 2.0601 2.4502
H 1.1308 2.1763 1.7060
H 0.1571 1.4708 -2.6057
H -1.4031 1.1146 -2.0204
H -0.5070 -0.0697 -3.0671
H 1.8231 0.5989 -0.2295
```

Summary:
- Electronic energy: -383.61643 a.u.
- Gap between HOMO and LUMO: 0.4064 hartree
- Net charge: +1



[6]
The following is a DFT calculation (ωB97M-V/def2-TZVPD) of 4 unconnected molecules or ions with the total composition H8O4.

Geometry as XYZ:
```
12
Properties=species:S:1:pos:R:3
O -1.7903 0.3179 -1.5003
H -1.4938 0.0002 -2.3598
H -1.4802 -0.3483 -0.8728
O 0.2603 1.3991 0.7719
H -0.0030 1.9290 0.0095
H 1.1633 1.1176 0.5744
O -1.7456 -0.6830 1.5413
H -1.1405 -0.0420 1.1395
H -2.6251 -0.3854 1.2827
O 2.8248 -0.8915 -0.5019
H 2.2988 -1.4238 0.1064
H 3.7315 -0.9897 -0.1910
```

Summary:
- Electronic energy: -305.75199 a.u.
- Gap between HOMO and LUMO: 0.4302 hartree
- Net charge: 0
- SMILES: O.O.O.O



[7]
The following is a DFT calculation (ωB97M-V/def2-TZVPD) of a molecular structure, C6H9Cl2FOS at a distorted geometry.

Geometry as XYZ:
```
20
Properties=species:S:1:pos:R:3
C -2.1925 -2.2307 -0.5274
C -1.5222 0.4447 -0.6370
C -1.5566 1.8035 -0.0017
C -0.4838 2.5613 0.1923
C 2.8270 0.0165 0.1786
C 2.8618 -0.9590 1.3727
H -2.9734 -2.0523 -1.2744
H -2.4834 -3.0898 0.0821
H -1.2513 -2.4657 -1.0336
H -0.5203 0.2248 -1.0234
H -2.2270 0.3995 -1.4764
H -2.5365 2.1580 0.3190
H -0.5545 3.5410 0.6557
H 0.5041 2.2397 -0.1055
H 3.8967 -1.2292 1.6482
O 1.8882 -1.3800 1.9223
F 3.7874 0.9434 0.3951
S -2.0078 -0.8178 0.5812
Cl 1.2754 0.8035 0.0005
Cl 3.2688 -0.9115 -1.2682
```

Summary:
- Electronic energy: -1727.58234 a.u.
- Gap between HOMO and LUMO: 0.3175 hartree
- Net charge: 0



[8]
The following is a DFT calculation (ωB97M-V/def2-TZVPD) of a molecular structure, C57H47N6OS3Zn at a distorted geometry.

Geometry as XYZ:
```
115
Properties=species:S:1:pos:R:3
Zn -0.3216 -0.2520 -0.2844
O -1.6629 0.9149 1.4253
C -2.2805 2.0540 0.8388
C -2.9680 1.7304 -0.4658
C -4.2093 2.2614 -0.7879
C -4.7643 1.9639 -2.0219
C -4.0645 1.1407 -2.8903
C -2.8378 0.6467 -2.4771
N -2.3018 0.9290 -1.2935
H -2.3374 0.2452 1.5996
H -1.4637 2.7503 0.6379
H -2.9855 2.5228 1.5304
H -4.7238 2.9024 -0.0843
H -5.7284 2.3681 -2.3008
H -4.4600 0.8786 -3.8613
H -2.2538 0.0011 -3.1249
C -3.6550 -3.0650 -0.2154
C -3.5905 -3.4904 1.1036
C -2.5219 -3.0978 1.8878
C -1.5294 -2.2661 1.3608
C -1.5888 -1.7901 0.0360
C -2.6699 -2.2307 -0.7267
C -0.3443 -1.9177 2.1830
C -0.1534 -2.2765 3.5212
C 1.0606 -2.0118 4.1016
C 2.1293 -1.4425 3.3881
C 3.3942 -1.3725 4.1304
C 4.6386 -1.0393 3.8007
C 5.2009 -0.5611 2.5070
C 2.7325 -0.5169 1.0315
C 1.8311 -1.0825 2.0698
N 0.6244 -1.2734 1.5437
H -4.4775 -3.3808 -0.8450
H -4.3609 -4.1285 1.5147
H -2.4638 -3.4551 2.9074
H -2.7629 -1.9161 -1.7595
H -0.9356 -2.7412 4.1009
H 1.2227 -2.2793 5.1383
H 3.2744 -1.6916 5.1600
H 5.3879 -1.1221 4.5804
H 6.0488 0.0981 2.7067
H 3.1286 -0.1257 -0.8166
N 2.5036 -0.6788 -0.1732
S 4.1225 0.5817 1.5314
N 4.0380 1.2748 -1.8436
S 3.7673 2.6990 -1.7150
N 2.3235 3.3144 -1.3091
S 0.9925 2.4680 -1.4961
N 0.6348 1.4482 -0.4901
C 0.9825 1.9253 -3.2096
C 1.1891 2.8631 -4.2142
C 1.3054 2.4322 -5.5246
C 1.2291 1.0760 -5.8190
C 1.0140 0.1501 -4.8095
C 0.8875 0.5762 -3.4947
C -0.1505 3.8613 -1.5574
C 0.0978 4.9746 -0.7651
C -0.8053 6.0261 -0.7622
C -1.9456 5.9677 -1.5524
C -2.1792 4.8581 -2.3506
C -1.2842 3.7982 -2.3522
C 4.7824 3.6025 -0.5236
C 6.1545 3.4249 -0.6450
C 7.0056 4.0595 0.2446
C 6.4843 4.8604 1.2542
C 5.1128 5.0244 1.3746
C 4.2531 4.3927 0.4842
C 4.1736 3.6188 -3.2055
C 4.6689 2.8903 -4.2702
C 4.9394 3.5451 -5.4649
C 4.7097 4.9082 -5.5746
C 4.2190 5.6307 -4.4913
C 3.9494 4.9854 -3.2960
C 5.6964 -1.6448 1.5757
C 6.9875 -1.5531 1.0664
C 7.4867 -2.5457 0.2383
C 6.6962 -3.6384 -0.0841
C 5.4051 -3.7316 0.4159
C 4.9059 -2.7413 1.2453
C 3.3116 1.6325 2.7257
C 4.0509 2.1633 3.7741
C 3.4324 3.0307 4.6586
C 2.0977 3.3708 4.4797
C 1.3850 2.8625 3.4039
C 1.9896 1.9936 2.5071
H 1.2593 3.9149 -3.9685
H 1.4727 3.1538 -6.3128
H 1.3423 0.7412 -6.8415
H 0.9546 -0.9047 -5.0417
H 0.7339 -0.1343 -2.6923
H 1.0024 5.0162 -0.1768
H -0.6102 6.8984 -0.1532
H -2.6465 6.7916 -1.5516
H -3.0565 4.8173 -2.9824
H -1.4621 2.9391 -2.9833
H 6.5414 2.7876 -1.4315
H 8.0762 3.9387 0.1457
H 7.1516 5.3617 1.9427
H 4.7078 5.6501 2.1589
H 3.1820 4.5016 0.5630
H 4.8198 1.8255 -4.1420
H 5.3232 2.9893 -6.3100
H 4.9109 5.4141 -6.5096
H 4.0449 6.6944 -4.5840
H 3.5577 5.5266 -2.4437
H 7.6072 -0.7016 1.3224
H 8.4923 -2.4687 -0.1519
H 7.0888 -4.4194 -0.7210
H 4.7843 -4.5806 0.1644
H 3.9039 -2.8375 1.6427
H 5.0946 1.9094 3.9050
H 3.9964 3.4427 5.4840
H 1.6188 4.0460 5.1760
H 0.3504 3.1410 3.2525
H 1.4402 1.6369 1.6423
```

Summary:
- Electronic energy: -5577.55914 a.u.
- Gap between HOMO and LUMO: 0.2682 hartree
- Net charge: +1



[9]
The following is a DFT calculation (ωB97M-V/def2-TZVPD) of 12 unconnected molecules or ions with the total composition C3H27NO13S at a distorted geometry.

Geometry as XYZ:
```
45
Properties=species:S:1:pos:R:3
O 0.6701 -1.6112 -1.3255
C 1.5087 -1.5463 -0.3684
O 2.6900 -1.9029 -0.4237
C 0.9557 -0.8256 0.8619
C 0.5718 -1.8609 1.8811
S 0.4881 -1.1844 3.5003
N -0.1767 -0.0091 0.4456
H 1.7355 -0.1865 1.1796
H -0.4369 -2.3263 1.7069
H 1.3316 -2.7431 1.8029
H -0.9345 -0.4921 0.8147
H -0.3646 -0.0862 -0.5744
H 2.6453 0.5468 -1.3673
H 3.6834 0.8031 -0.2435
O 3.3054 1.2039 -1.0416
H -0.1197 0.1721 -3.1288
H -1.4888 -0.2773 -2.9930
O -0.9346 0.5640 -3.1145
H 3.7381 -0.4364 1.7834
H 4.0595 -1.0285 0.4307
O 4.2412 -0.2834 1.0207
H 0.0681 2.4985 -2.2398
H 1.4746 2.9693 -1.8297
O 0.5280 3.3301 -1.9495
H -2.6246 -1.8440 0.4776
H -3.0096 -0.4701 0.1285
O -3.0002 -1.3548 -0.2547
H -2.5063 -1.7725 -1.9572
H -1.0743 -2.3397 -2.1177
O -1.8367 -1.9079 -2.5997
H -2.5141 2.5213 0.3235
H -3.5657 2.2705 1.3263
O -3.2003 1.9213 0.5154
H -0.9752 3.5833 1.1324
H -0.9608 3.5424 -0.3075
O -1.5407 3.7759 0.3510
H 1.5698 2.3498 0.4970
H 0.0500 1.8413 0.6913
O 0.6805 2.5528 0.8517
H 0.7582 -3.3207 -1.8400
H 0.1568 -4.0169 -0.6471
O 0.5183 -4.1893 -1.6356
H -2.0459 0.9605 2.7561
H -1.7053 0.1101 4.0214
O -2.4132 0.4993 3.4592
```

Summary:
- Electronic energy: -1561.64194 a.u.
- Gap between HOMO and LUMO: 0.2250 hartree
- Net charge: -2



- Which value of net charge does entry 3 give?
  0



- Number 9 is which compound?
  C3H27NO13S



- Which formula does entry 5 have?
  C7H13N2



- What is the electronic energy in the eighth record?
  -5577.55914 a.u.